# 1
Density functional theory data (ωB97M-V/def2-TZVPD) for C25H47Br2LuNO3Si2 as an isolated structure in a non-equilibrium geometry.

XYZ file:
```
81
Properties=species:S:1:pos:R:3:forces:R:3
O -0.477325 -1.069279 -3.700692 0.218 -0.036 -0.852
O 0.683334 0.688516 -4.991286 0.238 0.642 0.115
C 0.222863 -2.305454 -4.083030 -0.218 0.592 -0.034
C -0.494547 -3.513546 -3.552825 -0.053 -0.318 0.072
H 1.231005 -2.201207 -3.668440 -0.215 -0.027 -0.020
H 0.286163 -2.324723 -5.183830 0.134 -0.074 0.367
H -0.608401 -3.470858 -2.463249 0.028 0.028 -0.250
H 0.084778 -4.405887 -3.803449 -0.070 0.036 0.046
H -1.480293 -3.621293 -4.017273 0.124 -0.045 0.134
C -1.766664 -0.909716 -4.392956 0.259 -0.308 0.829
C -1.744638 -1.119161 -5.888614 -0.289 0.044 -0.276
H -2.092406 0.099315 -4.121488 0.058 -0.098 -0.048
H -2.451502 -1.617618 -3.911853 0.000 0.231 -0.132
H -0.989994 -0.510192 -6.399127 -0.143 -0.198 0.128
H -2.729823 -0.807072 -6.263951 0.232 -0.110 0.021
H -1.619225 -2.172767 -6.159729 0.005 0.227 0.012
C 0.194301 2.108539 -4.817303 0.705 -0.684 -0.214
C 2.034430 0.448406 -5.596527 -0.452 0.460 0.428
C -0.709444 2.459717 -5.960371 -0.423 0.108 -0.251
H 1.105549 2.717517 -4.796766 -0.267 -0.063 0.180
H -0.308856 2.118194 -3.847914 0.165 -0.002 -0.100
H -0.190989 2.411804 -6.922326 -0.130 -0.017 0.209
H -1.062078 3.487378 -5.828450 0.049 -0.096 0.026
H -1.595049 1.810568 -5.995916 0.277 0.156 0.023
C 1.964528 0.692192 -7.076558 0.062 -0.092 -0.414
H 2.281439 -0.582549 -5.341591 -0.109 0.144 0.058
H 2.712759 1.142714 -5.089425 -0.008 -0.286 -0.019
H 1.133968 0.153911 -7.551783 0.188 0.104 0.206
H 2.888790 0.323485 -7.529131 -0.036 0.052 0.053
H 1.890418 1.754432 -7.319887 -0.011 -0.124 0.055
H 0.380592 0.035914 -4.219469 -0.313 -0.348 -0.316
Lu -0.073761 -0.128638 0.005631 0.768 -0.170 -0.078
C 1.664689 0.064536 -1.599251 -0.320 -0.117 0.284
Si 3.437174 0.456930 -1.197513 0.430 -0.080 -0.321
H 1.600579 -0.969866 -1.992451 0.013 0.213 0.169
H 1.291013 0.722908 -2.388552 0.127 0.192 -0.198
C 4.540159 -0.673449 -2.243547 -0.008 -0.007 -0.007
C 4.032762 0.254999 0.577421 -0.049 -0.094 0.230
C 3.779940 2.250788 -1.670205 -0.034 0.127 -0.066
C -1.955614 -1.256603 -0.439695 -0.429 -0.454 -0.093
Si -3.396894 -0.103310 -0.573954 -0.142 -0.984 0.004
H -2.094556 -1.928401 0.433162 0.018 0.234 -0.299
H -1.861262 -1.914690 -1.321287 -0.136 0.251 0.143
C -4.655849 -0.764732 -1.809102 -0.174 0.088 0.021
C -2.870294 1.605911 -1.186675 -0.112 0.404 -0.112
C -4.250796 0.125912 1.081188 -0.051 0.021 0.070
H 3.197142 2.527839 -2.559596 0.124 0.043 0.094
H 4.841462 2.416410 -1.899464 -0.216 -0.023 0.094
H 3.501972 2.937447 -0.858253 0.048 -0.104 -0.202
H 4.244530 -1.722952 -2.098617 0.090 0.188 -0.037
H 5.602803 -0.585513 -1.979658 -0.217 -0.007 -0.086
H 4.434199 -0.439956 -3.312827 0.039 -0.070 0.146
H 3.586108 -0.614481 1.077597 0.075 0.122 -0.071
H 3.819792 1.145381 1.185336 -0.047 -0.181 -0.086
H 5.127585 0.116509 0.593260 -0.372 0.056 -0.063
H -3.294304 1.752231 -2.191278 0.175 0.125 0.194
H -1.788391 1.806931 -1.266953 -0.099 -0.001 0.022
H -3.304104 2.373125 -0.529551 0.166 -0.029 -0.238
H -5.155059 0.738657 0.956360 0.192 -0.099 0.094
H -3.604076 0.615019 1.821971 -0.138 -0.089 -0.098
H -4.555345 -0.846090 1.492868 0.054 0.211 -0.084
H -5.639434 -0.309501 -1.624531 0.151 -0.124 -0.216
H -4.754040 -1.855399 -1.704793 -0.006 0.307 -0.003
H -4.354793 -0.544943 -2.843344 -0.145 -0.057 0.183
Br 1.838882 -3.901121 2.781634 -0.174 0.253 0.350
C 0.968349 -2.378309 3.481943 -0.612 1.330 -0.787
C 0.691716 -2.209372 4.844596 -0.285 0.550 0.538
C 0.040525 -1.079141 5.327050 0.179 -0.347 -0.155
Br -0.287634 -0.936578 7.207274 0.091 -0.060 -0.482
C -0.397709 -0.031535 4.455851 0.383 -0.603 -0.244
C -1.094556 1.132757 4.843035 0.060 -0.122 -0.083
C -1.481782 2.049588 3.891728 -0.143 0.255 -0.023
C -1.180889 1.836051 2.541381 0.995 -1.425 -0.192
N -0.508147 0.733283 2.128677 -0.574 1.070 0.845
C -0.117057 -0.197011 3.066336 0.017 -0.356 0.179
C 0.561198 -1.384300 2.572808 0.117 -0.567 0.146
O 0.746191 -1.528242 1.276068 0.117 0.415 0.381
H 0.999256 -2.992727 5.526228 -0.054 0.119 0.084
H -1.316253 1.272956 5.899097 -0.007 0.076 -0.250
H -2.026743 2.950930 4.161279 0.124 -0.206 0.035
H -1.453064 2.554081 1.766825 -0.017 -0.170 0.228
```
Positions in Å, forces in eV/Å.

electronic energy: -223776.560 eV
HOMO-LUMO gap: 7.126 eV
E_LUMO: -2.84 eV
total charge: +1
HOMO level: -0.3664 Ha

# 2
Density functional theory data (ωB97M-V/def2-TZVPD) for an isolated ion of composition C10H14N3S and charge +1 in a non-equilibrium geometry.

XYZ file:
```
28
Properties=species:S:1:pos:R:3:forces:R:3
C -2.257446 -1.235394 -0.498861 -1.303 2.595 0.828
C -3.555774 -1.120743 -0.033118 -0.437 -0.747 -0.195
C -2.545180 1.127918 -0.645338 0.130 -3.936 1.305
C -1.650769 0.069113 -0.763325 -1.994 -1.018 0.159
C 2.982310 0.140095 -0.949563 0.151 -1.190 0.630
C 2.055913 1.092789 -0.671508 2.745 -0.791 -1.792
C 2.693095 -1.302269 -0.370831 1.681 2.385 -1.161
C 1.176499 -0.270827 1.040545 1.711 -0.024 -0.670
C 0.793943 0.736814 -0.036059 -2.119 -2.335 -1.510
C -0.258029 0.111130 -1.167529 1.406 3.004 1.850
N 1.915082 -1.457935 0.604819 -1.403 -0.277 0.253
N 0.153018 1.788462 0.615017 1.098 1.915 2.077
N -0.005704 -0.756699 1.820838 0.963 -1.577 3.402
S -3.992501 0.533464 0.062687 -0.650 0.084 -0.492
H -1.734938 -2.133411 -0.572271 0.717 -1.416 -0.411
H -4.344501 -1.944570 0.147425 1.610 1.602 -0.146
H -2.317104 2.128029 -0.625078 0.124 2.209 -0.357
H 4.003108 0.284974 -1.455960 -1.915 -0.015 0.777
H 2.244271 2.114540 -0.996484 -0.254 -0.061 0.028
H 3.339569 -2.118124 -0.732395 -0.557 0.199 0.248
H 1.946172 0.328136 1.569257 -0.817 -0.435 1.003
H 0.070409 -0.814179 -1.422083 1.106 -2.836 -0.735
H -0.161987 0.716480 -2.029020 0.377 0.857 -0.919
H 0.787753 2.577866 0.765176 -0.260 -0.356 0.230
H -0.620673 2.159198 0.159479 -1.484 0.481 -0.885
H -0.864086 -0.669757 1.200208 0.561 -0.595 0.960
H -0.160018 -0.290371 2.801364 0.185 -0.329 -2.664
H 0.307574 -1.794740 2.182603 -1.372 2.607 -1.812
```
Positions in Å, forces in eV/Å.

electronic energy: -25893.855 eV
HOMO-LUMO gap: 8.952 eV
E_LUMO: -3.29 eV
structure (SMILES): N[C@@]1(Cc2ccsc2)C=CC=N[C@@H]1[NH3+]
total charge: +1
HOMO level: -0.4498 Ha

# 3
Density functional theory data (ωB97M-V/def2-TZVPD) for the molecule C4H8O2 in a non-equilibrium geometry.

XYZ file:
```
14
Properties=species:S:1:pos:R:3:forces:R:3
O 0.668312 -1.273573 -1.088832 0.141 -0.116 0.048
C 0.495245 0.112271 -0.890728 0.072 0.437 0.218
C -0.929945 0.452650 -0.474745 -0.952 -0.520 -0.258
C -1.083540 -0.275130 0.799586 2.235 -0.130 1.663
O 0.528050 -0.390544 1.376859 -2.329 0.704 -0.271
C 1.229400 0.428017 0.460454 -0.341 0.295 -0.894
H 0.827511 -1.600893 -0.183690 -0.105 -0.251 -0.394
H 0.873670 0.649842 -1.767731 -0.122 -0.057 0.224
H -1.838639 -0.088060 -0.840435 0.769 0.755 -1.698
H -1.104514 1.538555 -0.474642 0.013 -0.412 0.319
H -1.209471 -1.338052 0.637134 -0.255 -0.003 0.054
H -1.935270 0.148680 1.378350 1.318 -0.270 0.667
H 1.194315 1.479913 0.783924 -0.062 -0.118 -0.353
H 2.284871 0.156327 0.284493 -0.382 -0.314 0.674
```
Positions in Å, forces in eV/Å.

electronic energy: -8370.470 eV
HOMO-LUMO gap: 10.852 eV
E_LUMO: 0.95 eV
structure (SMILES): O[C@H]1CCOC1
HOMO level: -0.3637 Ha

# 4
Density functional theory data (ωB97M-V/def2-TZVPD) for a 2-piece molecular cluster, H6N4O overall in a non-equilibrium geometry.

XYZ file:
```
11
Properties=species:S:1:pos:R:3:forces:R:3
N -1.102808 -0.084956 0.130507 -1.446 -1.263 -0.054
O -2.168714 -0.991304 0.001604 0.226 0.735 0.076
H -3.007035 -0.524307 0.137395 0.100 -0.093 -0.084
H -1.511740 0.848734 0.250952 -0.056 -0.119 0.063
H 0.477667 0.439420 1.154863 0.734 0.301 -0.601
N 1.697868 -0.566641 -0.162836 -0.167 0.008 -0.138
N 1.119621 0.622272 0.336126 0.362 -0.204 1.072
N 0.492478 1.346417 -0.538407 0.137 0.541 -0.566
H 0.916472 -1.177983 -0.426730 0.107 0.049 0.138
H 2.234103 -1.002129 0.579800 -0.049 0.049 -0.053
H 0.852088 1.090475 -1.463275 0.052 -0.004 0.146
```
Positions in Å, forces in eV/Å.

electronic energy: -8099.047 eV
HOMO-LUMO gap (alpha / beta): 9.893 / 7.882 eV
E_LUMO (alpha / beta): 0.86 / 0.24 eV
HOMO level (alpha / beta): -0.3319 / -0.2808 Ha

Question: Which value of electronic energy does entry 4 give?
Answer: -8099.047 eV